Computed, not measured: a molecular structure, C2H4N4, with wB97M-V/def2-TZVPD.

Geometry as XYZ:
```
10
C2H4N4, DFT wB97M-V/def2-TZVPD
N 0.28 -0.97 1.24
C 0.05 -0.07 0.10
N 0.94 0.54 -0.67
C 0.05 1.16 -1.49
N -1.23 0.93 -1.22
N -1.23 0.10 -0.15
H 0.75 -0.53 2.04
H 0.77 -1.84 1.01
H 0.34 1.81 -2.31
H -0.69 -1.18 1.50
```

Summary:
* LUMO: -0.24 eV
* calculated total energy: -297.5802 a.u.
* frontier orbital gap: 8.64 eV
* energy above the lowest of the compared OMol25 structures with the same formula, charge and spin: 40.2 kcal per mole
* maximum force: 0.008 Eh/bohr

Results of the Mulliken charge analysis, in e, for atoms 1 through 6:
1. N -0.193
2. C 0.220
3. N -0.605
4. C -0.088
5. N -0.471
6. N -0.351

Computed, not measured: C2H4N4 in the gas phase in a non-equilibrium geometry, with wB97M-V/def2-TZVPD.

Geometry as XYZ:
```
10
C2H4N4, DFT wB97M-V/def2-TZVPD
N -1.82 -0.15 -0.24
C -0.44 -0.16 -0.18
N 0.69 -1.18 -0.36
C 1.75 -0.51 0.05
N 1.57 0.78 0.21
N 0.23 0.95 0.10
H -2.32 0.45 0.40
H -2.25 -1.06 -0.32
H 2.67 -1.04 0.24
H -0.11 1.91 0.11
```

Summary:
* LUMO: 0.65 eV
* calculated total energy: -297.5983 a.u.
* frontier orbital gap: 9.16 eV
* energy above the lowest of the compared OMol25 structures with the same formula, charge and spin: 28.9 kcal per mole
* SMILES string: Nc1ncn[nH]1
* maximum force: 0.115 Eh/bohr

Results of the Mulliken charge analysis, in e, for atoms 1 through 6:
1. N -0.467
2. C 0.380
3. N -0.546
4. C 0.035
5. N -0.774
6. N 0.221

Computed, not measured: 2 unconnected molecules or ions with the total composition C2H4N4 in a non-equilibrium geometry, with wB97M-V/def2-TZVPD.

Geometry as XYZ:
```
10
C2H4N4, DFT wB97M-V/def2-TZVPD
C -0.78 0.77 0.01
C 0.14 0.68 1.00
N 2.31 -0.13 -1.98
N 1.34 -0.45 -2.38
N -1.09 -0.60 0.11
N -0.01 -0.78 1.04
H -1.10 1.61 -0.58
H 0.68 1.34 1.71
H -1.14 -1.10 -0.77
H -0.35 -1.34 1.82
```

Summary:
* LUMO: 1.42 eV
* calculated total energy: -297.5608 a.u.
* frontier orbital gap: 9.90 eV
* energy above the lowest of the compared OMol25 structures with the same formula, charge and spin: 52.4 kcal per mole
* SMILES string: c1c[nH][nH]1.N#N
* maximum force: 0.034 Eh/bohr

Results of the Mulliken charge analysis, in e, for atoms 1 through 6:
1. C -0.353
2. C -0.187
3. N -0.045
4. N 0.043
5. N -0.292
6. N -0.335

Computed, not measured: C2H4N4 in the gas phase, with wB97M-V/def2-TZVPD.

Geometry as XYZ:
```
10
C2H4N4, DFT wB97M-V/def2-TZVPD
C 0.50 1.23 0.74
N 0.26 0.35 -0.18
C -0.40 -0.90 0.19
N -0.95 -1.34 -1.06
N -0.36 -0.66 -1.95
N 0.46 0.33 -1.51
H -1.03 -0.72 1.06
H -0.19 1.23 1.57
H 1.27 1.98 0.65
H 0.40 -1.60 0.49
```

Summary:
* LUMO: -0.41 eV
* calculated total energy: -297.4915 a.u.
* frontier orbital gap: 8.24 eV
* energy above the lowest of the compared OMol25 structures with the same formula, charge and spin: 95.9 kcal per mole
* maximum force: 0.014 Eh/bohr

Results of the Mulliken charge analysis, in e, for atoms 1 through 6:
1. C -0.240
2. N 0.423
3. C -0.305
4. N -0.289
5. N -0.064
6. N -0.526

Computed, not measured: C2H4N4O in the gas phase in a non-equilibrium geometry, with wB97M-V/def2-TZVPD.

Geometry as XYZ:
```
11
C2H4N4O, DFT wB97M-V/def2-TZVPD
C -0.21 -0.84 0.91
C -0.41 1.12 -0.08
H 2.06 -0.88 -0.17
H -0.46 -1.53 1.68
H -1.48 2.51 0.58
H 0.18 0.14 -1.84
N 0.31 -1.08 -0.20
N -1.00 0.24 0.93
N -0.85 2.30 -0.20
N 0.32 0.16 -0.94
O 1.50 -1.66 -0.30
```

Summary:
* LUMO: 0.22 eV
* calculated total energy: -372.7146 a.u.
* frontier orbital gap: 9.41 eV
* energy above the lowest of the compared OMol25 structures with the same formula, charge and spin: 116.6 kcal per mole
* SMILES string: [H]/N=c1\ncn(O)[nH]1
* maximum force: 0.179 Eh/bohr

Results of the Mulliken charge analysis, in e, for atoms 1 through 6:
1. C -0.099
2. C 0.502
3. H 0.397
4. H 0.382
5. H 0.291
6. H 0.167

Computed, not measured: 2 unconnected molecules or ions with the total composition C2H4N4O in a non-equilibrium geometry, with wB97M-V/def2-TZVPD.

Geometry as XYZ:
```
11
C2H4N4O, DFT wB97M-V/def2-TZVPD
N 0.58 -1.87 1.07
C 1.52 -0.99 0.69
N -2.56 0.13 -0.69
N -1.69 0.97 -0.90
C -0.40 0.86 -0.25
O 0.40 1.63 -0.91
N 2.32 -0.23 0.29
H -0.35 -1.52 0.84
H 0.66 -2.20 2.02
H -1.79 1.73 -1.62
H 1.30 1.49 -0.55
```

Summary:
* LUMO (spin up / spin down): -0.47 / -0.47 eV
* calculated total energy: -372.7015 a.u.
* frontier orbital gap (spin up / spin down): 8.28 / 8.28 eV
* energy above the lowest of the compared OMol25 structures with the same formula, charge and spin: 124.8 kcal per mole
* maximum force: 0.021 Eh/bohr

Results of the Mulliken charge analysis, in e, for atoms 1 through 6:
1. N -0.499
2. C 0.601
3. N -0.618
4. N 0.401
5. C -0.240
6. O -0.377

Computed, not measured: C2H4N4O in the gas phase in a non-equilibrium geometry, with wB97M-V/def2-TZVPD.

Geometry as XYZ:
```
11
C2H4N4O, DFT wB97M-V/def2-TZVPD
N 2.10 0.33 -0.02
C 0.77 0.11 0.01
N 0.25 -0.93 0.67
N -1.14 -0.77 0.34
C -1.27 0.60 -0.36
O -2.41 0.99 -0.30
N -0.05 1.01 -0.62
H 2.74 -0.38 0.30
H 2.44 1.04 -0.65
H -1.45 -1.55 -0.24
H -1.95 -0.46 0.94
```

Summary:
* LUMO: 0.67 eV
* calculated total energy: -372.8443 a.u.
* frontier orbital gap: 9.99 eV
* energy above the lowest of the compared OMol25 structures with the same formula, charge and spin: 35.1 kcal per mole
* SMILES string: NC1=N[NH2+]C([O-])=N1
* maximum force: 0.041 Eh/bohr

Results of the Mulliken charge analysis, in e, for atoms 1 through 6:
1. N -0.358
2. C 0.522
3. N -0.757
4. N 0.096
5. C 0.547
6. O -0.599

Computed, not measured: 2 unconnected molecules or ions with the total composition C2H4N4O in a non-equilibrium geometry, with wB97M-V/def2-TZVPD.

Geometry as XYZ:
```
11
C2H4N4O, DFT wB97M-V/def2-TZVPD
C 1.22 0.91 -0.06
C -0.26 0.76 0.05
H -1.87 -1.04 1.17
H 1.19 -1.97 -0.27
H 1.49 2.11 -0.33
H -1.11 2.59 0.12
N -0.31 -0.57 -0.26
N 0.84 -1.09 0.28
N 1.80 -0.15 0.00
N -1.29 1.56 0.07
O -1.60 -1.24 -0.16
```

Summary:
* LUMO: -0.25 eV
* calculated total energy: -372.6317 a.u.
* frontier orbital gap: 8.68 eV
* energy above the lowest of the compared OMol25 structures with the same formula, charge and spin: 168.5 kcal per mole
* maximum force: 0.177 Eh/bohr

Results of the Mulliken charge analysis, in e, for atoms 1 through 6:
1. C 0.137
2. C 0.305
3. H 0.376
4. H 0.293
5. H 0.211
6. H 0.225